No. 1
{
  "formula": "C29H30ClN3O3S",
  "method": "the ωB97M-V functional and the def2-TZVPD basis",
  "relative_energy_kcal_mol": 8.42,
  "e_homo_ha": -0.29963,
  "e_tot_ha": -2371.4770,
  "homo_lumo_gap_ev": 8.3,
  "symbols": ["C", "H", "H", "H", "C", "N", "C", "C", "C", "C", "H", "H", "H", "H", "H", "H", "H", "H", "C", "H", "C", "N", "C", "O", "C", "C", "C", "C", "C", "C", "H", "H", "S", "O", "C", "C", "C", "C", "C", "C", "C", "O", "N", "C", "C", "C", "C", "C", "C", "C", "H", "H", "H", "Cl", "H", "H", "H", "H", "H", "H", "H", "H", "H", "H", "H", "H", "H"],
  "coordinates": [[-7.74728, -0.11485, 0.03623], [-7.46911, -0.65658, 0.93627], [-8.22220, -0.79981, -0.66163], [-8.47265, 0.64735, 0.31027], [-6.54056, 0.55852, -0.60768], [-5.60128, -0.38638, -1.19396], [-4.47929, 0.28027, -1.81254], [-3.74854, 1.28739, -0.91408], [-4.74765, 2.29107, -0.34890], [-5.86413, 1.53802, 0.36750], [-6.60926, 2.24133, 0.74313], [-5.44673, 1.00183, 1.22070], [-4.24682, 2.97221, 0.34196], [-5.17153, 2.88463, -1.16349], [-2.98351, 1.80066, -1.50249], [-3.26038, 0.77593, -0.08489], [-3.78343, -0.47742, -2.18238], [-4.86755, 0.82758, -2.68328], [-5.40756, -1.69087, -0.63197], [-6.38612, -2.17165, -0.56106], [-4.73474, -1.84770, 0.75227], [-3.30830, -1.63846, 0.70708], [-2.65107, -0.88866, 1.62079], [-3.20585, -0.32771, 2.54547], [-1.17364, -0.79206, 1.39764], [-0.63684, -0.67592, 0.12019], [0.73456, -0.54191, -0.05252], [1.55442, -0.54928, 1.06886], [1.03066, -0.66159, 2.34053], [-0.33699, -0.76532, 2.50939], [-0.77499, -0.82472, 3.49340], [1.71174, -0.64933, 3.17830], [3.35033, -0.40213, 0.82334], [3.95117, -0.53010, 2.14611], [3.30109, -2.07962, 0.11189], [3.84385, -3.13661, 0.81305], [3.80754, -4.40804, 0.26593], [3.24539, -4.60399, -0.98586], [2.71793, -3.53619, -1.69199], [2.72548, -2.26047, -1.13944], [2.22182, -1.10435, -1.93570], [2.61705, -0.88396, -3.06331], [1.26780, -0.33204, -1.34264], [0.83985, 0.90127, -1.99758], [1.23279, 2.05178, -1.10968], [2.58067, 2.36136, -0.97670], [2.97510, 3.34270, -0.08448], [2.04149, 4.02319, 0.68247], [0.70116, 3.71081, 0.54463], [0.29540, 2.72674, -0.34095], [-0.75277, 2.48257, -0.42884], [-0.03230, 4.23267, 1.13975], [2.36352, 4.78273, 1.37666], [4.65308, 3.70922, 0.08206], [3.31646, 1.83763, -1.56771], [1.35868, 0.93728, -2.95857], [-0.23947, 0.88689, -2.16756], [2.29620, -3.67790, -2.67552], [3.22601, -5.59249, -1.41917], [4.22559, -5.24104, 0.81033], [4.28766, -2.94121, 1.77794], [-1.28005, -0.66194, -0.74739], [-2.78678, -2.15788, 0.01897], [-5.13274, -1.13464, 1.47461], [-4.94494, -2.86193, 1.11524], [-4.81980, -2.26763, -1.35606], [-6.90920, 1.15651, -1.45764]]
}

---

No. 2
{
  "formula": "C2H2OS2",
  "method": "the ωB97M-V functional and the def2-TZVPD basis",
  "relative_energy_kcal_mol": 55.74,
  "e_homo_ha": [-0.30565, -0.28987],
  "e_tot_ha": -948.9162,
  "homo_lumo_gap_ev": [6.9, 6.9],
  "symbols": ["C", "C", "O", "S", "S", "H", "H"],
  "coordinates": [[-0.19581, 0.84102, 0.01883], [0.82425, -0.02999, 0.16562], [-0.89643, -1.59728, -0.71325], [-1.74767, 0.40778, -0.53504], [0.34715, -1.70883, 0.13540], [-0.10248, 1.87098, 0.31262], [1.77099, 0.21633, 0.61582]]
}